(1)
DFT (ωB97M-V/def2-TZVPD) results for a gas-phase ion, C8H16N3O (charge +1) in a non-equilibrium geometry.

Geometry (Å):
1 C 2.7698 0.0603 -1.5556
2 N 1.6889 0.2385 -0.8646
3 C 1.5824 -0.1039 0.4671
4 C 0.4374 0.7042 1.0445
5 N -0.8028 0.3998 0.4104
6 C -2.0173 0.7255 1.1853
7 C -0.8171 -1.0681 0.0737
8 C -0.6645 -1.9048 1.3250
9 N -0.4652 -3.2101 0.9146
10 O -0.4662 -1.4429 2.4529
11 C -0.8737 1.0780 -0.8837
12 C 0.5125 0.7512 -1.6456
13 H 3.7875 -0.4300 -1.2091
14 H 2.8239 0.2686 -2.6546
15 H 2.5101 0.0790 1.0361
16 H 1.3917 -1.1768 0.5549
17 H 0.3230 0.3291 2.0776
18 H 0.6935 1.7031 0.9305
19 H -2.2169 1.8124 1.3283
20 H -2.8790 0.4378 0.4915
21 H -1.9938 0.2500 2.2129
22 H -1.6648 -1.3200 -0.4889
23 H -0.7418 -3.3353 0.0032
24 H -0.4600 -4.0817 1.5489
25 H -1.1929 2.1116 -0.9008
26 H -1.5919 0.5762 -1.5660
27 H 0.2558 -0.0262 -2.3139
28 H 0.7750 1.5863 -2.2268

Calculated values
* highest occupied orbital energy: -10.73 eV
* charge: +1
* maximum force: 5.2 eV Å⁻¹
* ΔE to the lowest compared entry with this formula, charge and spin: 3.900 eV
* Kohn-Sham gap: 0.2158 hartree
* calculated total energy: -15062.6772 eV
* E_LUMO: -4.85 eV


(2)
DFT (ωB97M-V/def2-TZVPD) results for a molecular structure, C7H16N2O in a non-equilibrium geometry.

Geometry (Å):
1 C 1.2717 1.0790 1.3572
2 C 1.6023 1.2455 -1.0308
3 N 0.7459 0.7115 0.0332
4 C -0.8100 1.0703 -0.1192
5 C -1.5132 1.8576 0.7425
6 H -0.9581 1.2978 -1.1720
7 H 1.0967 2.1375 1.5537
8 H 0.7518 0.5037 2.1187
9 H 1.7504 2.3209 -0.9061
10 H 1.1722 1.0635 -2.0141
11 H 2.5796 0.7606 -0.9756
12 H 2.3444 0.8974 1.4198
13 H -1.8947 1.6100 1.7229
14 H -1.6470 2.9153 0.5616
15 C -2.0259 -1.5394 0.7183
16 C 0.8298 -1.8619 -1.3921
17 N -1.0859 -0.8075 -0.1243
18 C 0.4831 -1.1740 -0.0764
19 O 0.9447 -1.6814 0.9485
20 H -1.5158 -0.7029 -1.0371
21 H -2.5848 -1.0206 1.5063
22 H -2.8539 -2.0103 0.1846
23 H -1.4133 -2.3736 1.0820
24 H 1.9096 -1.9205 -1.5320
25 H 0.5202 -2.9056 -1.3063
26 H 0.3002 -1.4730 -2.2634

Calculated values
* highest occupied orbital energy: -6.73 eV
* maximum force: 1.8 eV Å⁻¹
* ΔE to the lowest compared entry with this formula, charge and spin: 5.975 eV
* Kohn-Sham gap: 0.2733 hartree
* calculated total energy: -12541.2994 eV
* E_LUMO: 0.70 eV


(3)
DFT (ωB97M-V/def2-TZVPD) results for C3H5N3 in the gas phase in a non-equilibrium geometry.

Geometry (Å):
1 C -1.6177 0.0979 0.2250
2 N -0.2410 0.3056 -0.1883
3 C 0.8136 0.8100 0.5476
4 C 1.9304 0.1643 0.3673
5 N 1.6477 -1.1960 -0.4937
6 N 0.5632 -1.3801 -0.8530
7 H -2.1253 -0.4270 -0.5922
8 H -1.6657 -0.5241 1.1206
9 H -2.0902 1.0624 0.4055
10 H -0.1967 0.7817 -1.0830
11 H 2.9818 0.3053 0.5442

Calculated values
* highest occupied orbital energy (alpha / beta): -8.48 / -8.48 eV
* maximum force: 1.5 eV Å⁻¹
* ΔE to the lowest compared entry with this formula, charge and spin: 4.342 eV
* Kohn-Sham gap (alpha / beta): 0.3402 / 0.3402 hartree
* calculated total energy: -7658.1131 eV
* E_LUMO (alpha / beta): 0.77 / 0.77 eV


(4)
DFT (ωB97M-V/def2-TZVPD) results for 11 unconnected molecules or ions with the total composition C52H135N9O16 in a non-equilibrium geometry.

Geometry (Å):
1 C 1.8521 -3.5593 3.7638
2 O 1.0752 -4.7187 3.3257
3 C 1.3689 -5.2478 2.0992
4 C 0.6260 -6.6167 1.9562
5 C 1.0385 -7.7058 2.9464
6 N 0.9081 -7.2211 0.6167
7 H 2.9258 -3.7104 3.8746
8 H 1.6507 -3.2510 4.7897
9 H 1.6146 -2.6993 3.1376
10 H 1.1682 -4.5528 1.2840
11 H 2.4403 -5.4291 2.0141
12 H -0.4124 -6.3319 2.1255
13 H 1.2829 -7.2840 3.9213
14 H 1.9749 -8.1331 2.5876
15 H 0.3721 -8.5683 2.9592
16 H 1.8759 -7.5080 0.6514
17 H 0.8772 -6.5129 -0.1027
18 C -5.4813 -1.4901 -5.2769
19 O -5.9101 -2.7445 -5.7109
20 C -5.1701 -3.2494 -6.7845
21 C -5.6209 -4.6750 -7.2708
22 C -5.2984 -5.7767 -6.2218
23 N -4.9006 -5.0987 -8.5097
24 H -4.5192 -1.6208 -4.7815
25 H -6.2579 -1.0834 -4.6291
26 H -5.3896 -0.7145 -6.0373
27 H -5.2499 -2.5893 -7.6482
28 H -4.1121 -3.2012 -6.5268
29 H -6.6861 -4.6851 -7.5019
30 H -5.7384 -6.7260 -6.5273
31 H -5.7598 -5.4761 -5.2811
32 H -4.2472 -5.9939 -6.0320
33 H -4.8382 -6.1014 -8.6139
34 H -3.9447 -4.8644 -8.2831
35 C -0.7031 2.1656 -9.5112
36 O 0.3057 2.6490 -8.5964
37 C -0.1538 2.9255 -7.3184
38 C 1.0103 3.1019 -6.3692
39 C 1.7607 1.8256 -5.9706
40 N 0.5289 3.6481 -5.1305
41 H -1.4284 2.9690 -9.6398
42 H -1.2957 1.3645 -9.0695
43 H -0.1962 1.9775 -10.4577
44 H -0.7855 3.8135 -7.2962
45 H -0.8257 2.1376 -6.9780
46 H 1.7262 3.8225 -6.7646
47 H 1.0933 1.1402 -5.4482
48 H 2.6875 2.0071 -5.4265
49 H 2.0545 1.2804 -6.8676
50 H -0.0963 4.4150 -5.3329
51 H 1.3503 4.1618 -4.8451
52 C 6.1215 -1.5160 1.2319
53 O 6.8714 -1.4997 2.4250
54 C 7.7586 -2.6190 2.5491
55 C 8.8680 -2.5465 3.6581
56 C 9.8273 -1.3951 3.3034
57 N 9.6634 -3.7847 3.7157
58 H 5.6924 -0.5293 1.0581
59 H 5.2861 -2.2089 1.3325
60 H 6.7972 -1.8120 0.4295
61 H 7.0751 -3.4520 2.7133
62 H 8.3167 -2.8254 1.6359
63 H 8.4663 -2.3844 4.6583
64 H 10.2955 -1.5357 2.3291
65 H 10.5544 -1.2735 4.1062
66 H 9.3456 -0.4212 3.3896
67 H 9.1406 -4.5538 4.1096
68 H 10.4523 -3.7268 4.3436
69 C -1.2322 1.9309 10.4130
70 O -1.2053 2.8783 9.3201
71 C -0.2030 2.4814 8.3733
72 C -0.0193 3.4128 7.1439
73 N -0.9960 3.0712 6.0903
74 C -2.2940 3.6241 6.3046
75 C -3.2082 3.3932 5.1705
76 O -2.8658 3.9300 3.9080
77 C -3.4273 5.1813 3.5259
78 H -1.9347 2.2384 11.1876
79 H -0.3186 1.7397 10.9760
80 H -1.6751 1.0469 9.9543
81 H -0.3457 1.4588 8.0242
82 H 0.6984 2.5934 8.9758
83 H 0.9952 3.2911 6.7643
84 H -0.0724 4.4803 7.3577
85 H -0.6250 3.2626 5.1707
86 H -2.2525 4.6663 6.6214
87 H -2.7083 3.1177 7.1764
88 H -4.2513 3.6211 5.3898
89 H -3.2855 2.3136 5.0418
90 H -2.9819 6.0565 3.9988
91 H -4.4985 5.1197 3.7180
92 H -3.2614 5.2356 2.4499
93 C 0.3233 -3.9218 11.1631
94 O -0.8690 -4.5223 10.7763
95 C -0.6101 -5.8339 10.2853
96 C -1.9199 -6.5515 9.7389
97 N -2.7043 -5.8623 8.7223
98 C -1.9459 -5.8644 7.4496
99 C -2.7053 -4.9906 6.4147
100 O -3.1551 -3.7321 6.8797
101 C -2.1763 -2.8065 7.3079
102 H 0.4525 -3.8134 12.2400
103 H 0.2967 -2.8765 10.8553
104 H 1.2414 -4.3722 10.7861
105 H -0.2410 -6.4928 11.0712
106 H 0.2072 -5.9060 9.5677
107 H -2.5192 -6.6667 10.6420
108 H -1.8229 -7.5903 9.4232
109 H -2.7524 -4.8790 8.9481
110 H -1.8503 -6.8591 7.0141
111 H -0.9754 -5.3933 7.6053
112 H -3.4492 -5.6488 5.9658
113 H -1.9508 -4.9543 5.6289
114 H -1.6570 -3.1179 8.2143
115 H -2.5501 -1.7930 7.4537
116 H -1.4878 -2.6333 6.4808
117 C 3.7129 -10.2235 -1.4540
118 O 3.9444 -8.8163 -1.4587
119 C 5.1182 -8.3500 -2.1992
120 C 5.0124 -6.8396 -2.5267
121 N 3.8213 -6.6085 -3.3221
122 C 3.5779 -5.1813 -3.5785
123 C 2.1138 -4.8762 -3.8488
124 O 1.3702 -5.3914 -2.7744
125 C 0.0175 -4.9822 -2.7730
126 H 2.7612 -10.4083 -0.9558
127 H 4.3904 -10.8817 -0.9100
128 H 3.5845 -10.6090 -2.4654
129 H 5.1380 -8.8833 -3.1496
130 H 6.0222 -8.4651 -1.6012
131 H 5.8914 -6.4692 -3.0542
132 H 4.9702 -6.2917 -1.5854
133 H 3.0039 -7.0230 -2.8975
134 H 4.1345 -4.9108 -4.4758
135 H 3.9378 -4.6118 -2.7216
136 H 1.6970 -5.3258 -4.7501
137 H 2.1008 -3.7891 -3.9276
138 H -0.0598 -3.9027 -2.6437
139 H -0.4447 -5.5114 -1.9397
140 H -0.5697 -5.1445 -3.6769
141 C -5.2217 5.4752 -3.1963
142 O -5.0626 6.4237 -4.2844
143 C -4.4150 5.7556 -5.3611
144 C -3.6765 6.8249 -6.2090
145 N -2.4788 7.4715 -5.5671
146 C -1.8081 8.5019 -6.3123
147 C -0.5491 9.0024 -5.6210
148 O -0.3559 10.3856 -5.6834
149 C 0.7638 10.7419 -4.8856
150 H -5.9103 5.8650 -2.4466
151 H -4.3175 5.2082 -2.6492
152 H -5.7148 4.5620 -3.5296
153 H -5.1574 5.1482 -5.8789
154 H -3.6628 5.0454 -5.0179
155 H -4.2949 7.7024 -6.3977
156 H -3.4071 6.3190 -7.1361
157 H -2.6596 7.8118 -4.6334
158 H -2.4898 9.3517 -6.2743
159 H -1.5643 8.2198 -7.3365
160 H 0.3174 8.4519 -5.9873
161 H -0.6942 8.6972 -4.5847
162 H 0.5047 10.5289 -3.8485
163 H 1.0761 11.7632 -5.1034
164 H 1.6233 10.1371 -5.1748
165 C 1.0715 8.8213 -0.9371
166 O 2.3129 8.2350 -1.0695
167 C 2.2782 6.8067 -1.2616
168 C 3.6392 6.3146 -1.8384
169 N 3.7682 6.8502 -3.2010
170 C 4.9798 6.4367 -3.8304
171 C 5.2310 7.0852 -5.2030
172 O 5.3218 8.4941 -5.0361
173 C 5.3638 9.2056 -6.2425
174 H 0.5241 8.4699 -0.0624
175 H 0.5221 8.5574 -1.8408
176 H 1.1985 9.9035 -0.9071
177 H 1.4765 6.3845 -1.8676
178 H 2.2370 6.4072 -0.2483
179 H 3.6912 5.2265 -1.8011
180 H 4.4732 6.6219 -1.2074
181 H 3.7503 7.8584 -3.1425
182 H 4.9459 5.3638 -4.0195
183 H 5.8471 6.7470 -3.2476
184 H 4.4805 6.8263 -5.9498
185 H 6.2223 6.7836 -5.5414
186 H 4.4114 9.1756 -6.7719
187 H 6.1980 9.0251 -6.9204
188 H 5.5089 10.2728 -6.0752
189 C -2.2321 0.0848 0.1548
190 C -1.3157 1.0913 -0.4890
191 C 0.1648 0.8793 -0.2632
192 O -1.5141 1.0918 -1.8428
193 H -3.2818 0.2984 -0.0466
194 H -2.1345 0.1254 1.2397
195 H -2.0982 -0.9442 -0.1789
196 H -1.5839 2.0661 -0.0816
197 H 0.7421 1.7285 -0.6286
198 H 0.4792 -0.0318 -0.7722
199 H 0.4551 0.7576 0.7804
200 H -0.9529 1.7250 -2.2963
201 C -7.3564 -2.5510 2.9520
202 C -8.2841 -1.6975 3.8089
203 C -8.0682 -0.1805 3.6996
204 O -9.5863 -2.1042 3.4539
205 H -6.3315 -2.2277 3.1337
206 H -7.5064 -2.4477 1.8773
207 H -7.4474 -3.5965 3.2464
208 H -8.1962 -1.9921 4.8546
209 H -7.1799 0.1154 4.2578
210 H -8.9459 0.4070 3.9690
211 H -7.9779 0.1043 2.6513
212 H -9.6817 -1.7156 2.5812

Calculated values
* highest occupied orbital energy: -8.58 eV
* maximum force: 3.2 eV Å⁻¹
* ΔE to the lowest compared entry with this formula, charge and spin: 1.133 eV
* Kohn-Sham gap: 0.3191 hartree
* calculated total energy: -102270.4322 eV
* E_LUMO: 0.10 eV


(5)
DFT (ωB97M-V/def2-TZVPD) results for C4H9NO2 in the gas phase in a non-equilibrium geometry.

Geometry (Å):
1 C 0.7928 -1.1926 -1.5925
2 C 0.2092 0.1264 -1.0289
3 N -0.3753 0.0331 0.3864
4 C -1.3446 1.1158 1.0210
5 C 0.8227 -0.0543 1.5631
6 O 1.8838 -0.4459 1.1344
7 O 0.2983 0.3361 2.5827
8 H 0.0422 -1.9864 -1.6917
9 H 1.1835 -1.0129 -2.6080
10 H 1.6240 -1.5595 -0.9864
11 H 1.0179 0.8604 -1.0052
12 H -0.5698 0.4810 -1.7090
13 H -0.8425 -0.8767 0.4135
14 H -1.6600 0.9746 2.0775
15 H -0.8483 2.0926 1.0306
16 H -2.2340 1.1083 0.4126

Calculated values
* highest occupied orbital energy: -9.86 eV
* maximum force: 1.5 eV Å⁻¹
* ΔE to the lowest compared entry with this formula, charge and spin: 1.656 eV
* Kohn-Sham gap: 0.3866 hartree
* calculated total energy: -9878.4048 eV
* E_LUMO: 0.66 eV


(6)
DFT (ωB97M-V/def2-TZVPD) results for a molecular structure, C55H60CsN5O8PSi in a non-equilibrium geometry.

Geometry (Å):
1 Cs 1.7073 0.8337 0.3494
2 N -3.7332 -3.0888 0.9604
3 C -2.8425 -3.4595 1.9411
4 C -2.5743 -4.8635 2.1227
5 C -1.5168 -5.2490 2.9137
6 C -0.9279 -4.3438 3.7437
7 C -1.2792 -3.0129 3.5316
8 N -2.1947 -2.5481 2.6595
9 C -4.1675 -1.7922 0.6133
10 C -5.5267 -1.6435 0.2697
11 C -5.9865 -0.3632 -0.0449
12 C -5.0650 0.6937 -0.0272
13 C -3.7408 0.3830 0.2809
14 N -3.2716 -0.8404 0.5109
15 H -4.4760 -3.7651 0.7542
16 H -3.0901 -5.5126 1.4122
17 H -1.1969 -6.2885 2.9688
18 H -0.1656 -4.6024 4.4857
19 H -0.8102 -2.1854 4.0654
20 H -6.1854 -2.5391 0.2749
21 H -7.0223 -0.1703 -0.2829
22 H -5.4139 1.7056 -0.1569
23 H -2.9575 1.1241 0.1588
24 O -2.4512 0.8543 2.8854
25 C -1.7342 1.3427 3.9899
26 C -0.0793 1.1186 3.6706
27 O 0.7156 1.6170 4.4649
28 O 0.1441 0.4074 2.6371
29 C -2.2523 0.7164 5.2903
30 C -3.6353 0.7170 5.4994
31 C -4.2507 0.3093 6.6995
32 C -3.4257 -0.1127 7.7469
33 C -2.0328 -0.1631 7.5429
34 C -1.4472 0.3383 6.3790
35 C -1.9539 2.8805 4.0006
36 C -2.6824 3.5452 5.0142
37 C -2.8842 4.9059 5.0181
38 C -2.1365 5.7306 4.1261
39 C -1.5168 5.0887 3.0658
40 C -1.4078 3.7073 3.0140
41 H -1.7951 0.3933 2.3476
42 H -4.3150 1.0787 4.7400
43 H -5.3041 0.2557 6.7772
44 H -3.8491 -0.3471 8.6938
45 H -1.4285 -0.5157 8.4037
46 H -0.3569 0.4124 6.2876
47 H -3.0913 3.0132 5.8181
48 H -3.6092 5.3246 5.7204
49 H -2.1166 6.8166 4.2456
50 H -1.1460 5.6561 2.1878
51 H -0.8144 3.2199 2.1970
52 O -0.6223 1.6225 -1.0623
53 H -0.2837 1.2382 -1.9137
54 H -0.5836 2.6066 -1.2031
55 O 2.3815 -0.7454 -2.1191
56 H 2.5850 -1.5918 -2.6184
57 H 1.7496 -0.2396 -2.7451
58 O 2.4960 2.4268 -3.3826
59 H 1.5863 2.0045 -3.4127
60 H 2.2140 3.3704 -3.3505
61 O 4.1374 1.3547 -1.3927
62 H 3.4850 1.8087 -2.0063
63 H 4.2143 0.4519 -1.6886
64 N 5.5495 3.1045 0.3262
65 C 4.9132 3.6363 1.3880
66 C 5.3840 4.9412 1.7808
67 C 4.7819 5.5734 2.8236
68 C 3.7667 4.8926 3.5186
69 C 3.3928 3.5981 3.0925
70 N 3.9740 2.9347 2.0681
71 H 6.4520 3.4248 0.0793
72 H 5.1928 2.2508 -0.1207
73 H 6.2138 5.4242 1.2011
74 H 5.1391 6.5408 3.0914
75 H 3.2098 5.3910 4.3257
76 H 2.6187 3.0615 3.6395
77 C 4.0610 -3.0953 3.3707
78 P 4.8433 -2.3489 1.8445
79 C 6.4948 -3.0519 2.0085
80 C 4.2512 -3.4947 0.5694
81 C 3.2661 -4.4521 0.7373
82 C 3.1233 -5.5403 -0.1575
83 C 3.8979 -5.5480 -1.3225
84 C 4.7429 -4.4999 -1.5880
85 C 4.9179 -3.4882 -0.6482
86 H 4.5296 -4.1075 3.5605
87 H 2.9686 -3.1993 3.3308
88 H 4.2980 -2.4565 4.2400
89 H 6.5600 -4.1373 1.8396
90 H 6.8942 -2.7231 2.9934
91 H 7.0931 -2.4738 1.2722
92 H 2.6127 -4.4102 1.6207
93 H 2.4741 -6.3557 0.0707
94 H 3.8107 -6.3775 -2.0076
95 H 5.3334 -4.5363 -2.5139
96 H 5.5821 -2.6502 -0.8587
97 O 0.5016 0.6467 -3.3605
98 Si -0.4980 0.3446 -4.6059
99 C -1.5752 1.7797 -5.0385
100 C -2.7631 1.9700 -4.3881
101 C -3.6730 2.9948 -4.7953
102 C -3.2355 3.8963 -5.7641
103 C -1.9004 3.8196 -6.2995
104 C -1.1170 2.7447 -5.9646
105 C 0.4370 -0.0454 -6.1683
106 C -0.2231 -0.6315 -7.2536
107 C 0.5124 -1.0064 -8.3684
108 C 1.9055 -0.7998 -8.4401
109 C 2.5644 -0.2087 -7.3573
110 C 1.8301 0.1773 -6.2421
111 C -1.5944 -1.1857 -4.2515
112 C -1.2059 -2.1473 -3.2607
113 C -2.1593 -3.0271 -2.7546
114 C -3.4464 -3.1101 -3.2227
115 C -3.7732 -2.2789 -4.3286
116 C -2.8921 -1.2824 -4.7645
117 H -3.0607 1.3254 -3.5617
118 H -4.6252 3.1243 -4.2741
119 H -3.9163 4.6575 -6.1982
120 H -1.5005 4.6336 -6.9466
121 H -0.1567 2.6271 -6.4791
122 H -1.2796 -0.8431 -7.1605
123 H -0.0258 -1.6012 -9.1236
124 H 2.4605 -1.2312 -9.2728
125 H 3.6580 -0.0880 -7.4368
126 H 2.3621 0.6148 -5.3670
127 H -0.1900 -2.1438 -2.8446
128 H -1.8537 -3.7113 -1.9866
129 H -4.1574 -3.8026 -2.7926
130 H -4.6166 -2.4772 -4.9618
131 H -3.2006 -0.6522 -5.6141

Calculated values
* highest occupied orbital energy: -5.60 eV
* charge: -1
* maximum force: 2.4 eV Å⁻¹
* ΔE to the lowest compared entry with this formula, charge and spin: 0.000 eV
* Kohn-Sham gap: 0.2742 hartree
* calculated total energy: -99559.2367 eV
* E_LUMO: 1.86 eV